{"formula": "C27H57Be2F2N3O3", "method": "wB97M-V/def2-TZVPD", "total_charge": 3, "e_homo_ev": [-17.08, -17.08], "gap_ev": [5.63, 5.61], "spin_multiplicity": 2, "elements": ["Be", "Be", "F", "F", "C", "C", "C", "C", "C", "C", "N", "O", "C", "C", "C", "H", "H", "H", "H", "H", "H", "H", "H", "H", "H", "H", "H", "H", "H", "H", "H", "H", "H", "H", "C", "C", "C", "C", "C", "C", "N", "O", "C", "C", "C", "H", "H", "H", "H", "H", "H", "H", "H", "H", "H", "H", "H", "H", "H", "H", "H", "H", "H", "H", "C", "C", "C", "C", "C", "C", "N", "O", "C", "C", "C", "H", "H", "H", "H", "H", "H", "H", "H", "H", "H", "H", "H", "H", "H", "H", "H", "H", "H", "H"], "coordinates": [[-2.765, -1.264, -1.457], [-0.183, -4.561, -1.376], [-2.500, -3.813, -1.632], [-0.289, -2.063, -1.115], [0.183, 0.472, 1.226], [0.562, 1.828, 1.906], [2.108, 1.802, 1.810], [2.683, 3.255, 1.830], [1.867, 4.251, 1.013], [0.346, 4.288, 1.325], [-0.180, 2.919, 1.278], [-1.577, 2.826, 1.482], [0.264, 4.987, 2.700], [-0.261, 5.107, 0.110], [0.273, 1.712, 3.347], [0.827, -0.356, 1.523], [0.407, 0.390, 0.163], [-0.847, 0.113, 1.235], [2.488, 1.234, 2.660], [2.378, 1.322, 0.870], [3.664, 3.151, 1.366], [2.830, 3.616, 2.848], [1.989, 3.942, -0.025], [2.286, 5.256, 1.040], [-0.542, 4.642, 3.348], [1.184, 4.867, 3.271], [0.271, 6.031, 2.386], [0.271, 6.058, 0.071], [-0.213, 4.628, -0.868], [-1.304, 5.410, 0.204], [-0.773, 1.459, 3.520], [0.638, 2.626, 3.815], [0.715, 0.851, 3.850], [-1.695, 2.987, 2.421], [1.723, -5.318, 3.079], [1.143, -4.638, 1.852], [1.540, -3.144, 1.742], [3.040, -2.860, 1.388], [3.390, -3.611, 0.128], [2.982, -5.095, 0.136], [1.580, -5.203, 0.533], [0.858, -6.288, 0.191], [3.162, -5.498, -1.346], [3.964, -5.912, 1.028], [-0.346, -4.683, 2.026], [1.706, -6.408, 3.049], [2.782, -5.124, 3.249], [1.084, -5.054, 3.922], [1.017, -2.695, 0.898], [1.267, -2.609, 2.652], [3.227, -1.790, 1.294], [3.783, -3.182, 2.117], [4.447, -3.357, 0.045], [3.077, -3.035, -0.743], [4.123, -5.097, -1.668], [2.426, -5.022, -1.994], [3.087, -6.557, -1.591], [3.527, -6.906, 1.127], [4.226, -5.448, 1.979], [4.949, -6.090, 0.595], [-0.659, -4.238, 2.971], [-0.799, -3.960, 1.348], [-0.785, -5.668, 1.869], [1.117, -6.990, 0.792], [-3.612, 3.386, -0.922], [-3.794, 2.070, -1.754], [-4.404, 2.411, -3.183], [-3.412, 3.166, -4.107], [-2.348, 2.074, -4.450], [-1.621, 1.618, -3.143], [-2.526, 1.287, -1.956], [-1.874, 1.063, -0.738], [-0.917, 0.338, -3.601], [-0.564, 2.693, -2.869], [-4.788, 1.154, -1.089], [-2.655, 3.877, -1.095], [-3.745, 3.251, 0.152], [-4.308, 4.119, -1.331], [-4.730, 1.468, -3.622], [-5.313, 3.011, -3.135], [-2.815, 3.927, -3.605], [-3.892, 3.620, -4.974], [-1.771, 2.267, -5.355], [-3.003, 1.321, -4.889], [-0.433, 0.376, -4.577], [-0.107, 0.076, -2.920], [-1.644, -0.462, -3.741], [-0.973, 3.702, -2.937], [-0.025, 2.641, -1.923], [0.197, 2.615, -3.646], [-4.889, 0.190, -1.586], [-5.812, 1.527, -1.106], [-4.498, 0.799, -0.100], [-1.466, 1.924, -0.617]], "forces_ev_per_angstrom": [[2.4, -0.5, -0.9], [-0.9, 2.7, 1.9], [1.7, 1.1, 0.3], [-1.4, -1.0, -0.3], [-0.4, -0.7, -1.2], [1.1, -3.9, -1.9], [-0.2, 2.6, -0.9], [0.2, -0.7, 0.1], [0.2, -1.3, -0.8], [1.3, 0.6, -2.6], [-0.5, 0.7, 2.8], [1.9, 0.0, -1.4], [-0.2, -0.2, 0.0], [-0.7, 0.4, 0.9], [-1.5, 0.3, 2.0], [0.0, 0.3, 1.0], [0.1, 0.9, -0.3], [-0.1, 0.4, 0.8], [-0.1, 0.0, -0.3], [0.2, 0.0, 0.1], [0.1, 0.4, 0.2], [0.1, -0.1, 0.1], [-0.1, 0.1, -0.3], [-0.2, 0.0, 0.3], [-0.3, 0.7, -0.2], [0.0, -0.3, -0.1], [-0.7, 0.1, 0.6], [0.3, -0.2, -0.1], [0.5, -0.3, 0.3], [-0.1, -0.2, 0.5], [-0.4, 0.8, 0.2], [-0.4, -0.2, 0.6], [0.6, 0.1, -0.6], [-0.2, 0.1, 0.8], [0.8, -0.7, 0.3], [0.8, 1.2, -0.1], [1.6, 0.5, 0.1], [-1.0, -0.8, 0.7], [0.3, 1.8, 0.3], [1.9, 0.3, -1.5], [-1.4, 3.9, -0.3], [-0.4, -2.4, -0.9], [0.0, -0.6, 0.3], [-0.2, -0.4, -0.3], [-1.0, 0.4, -0.8], [-0.4, -0.2, -0.3], [-0.3, 0.5, 0.3], [0.5, 0.1, 0.1], [-0.5, -0.1, 0.0], [-0.2, -0.2, 0.1], [-0.2, 0.1, -0.2], [-0.4, -0.1, 0.6], [0.5, -1.4, -0.2], [-1.0, -0.4, -0.3], [0.0, -0.3, -0.1], [-0.5, 0.5, -0.1], [0.2, -0.1, 0.3], [0.1, -0.1, 0.6], [-0.6, -0.1, 0.0], [-0.2, 0.2, -0.7], [0.3, -0.5, 0.3], [-0.3, -0.1, -0.8], [0.0, 0.1, 0.3], [-0.1, -1.0, 0.2], [0.3, -0.3, -0.6], [-0.8, 0.6, -1.3], [0.8, 0.8, 0.3], [1.2, -1.4, 0.4], [-3.0, 0.5, 0.1], [0.8, -0.4, -1.9], [-1.6, -1.9, -1.8], [0.4, 0.5, -0.6], [0.7, -0.4, 0.8], [0.0, 0.4, 0.3], [-0.2, -0.9, 0.8], [0.3, -0.3, 0.0], [-0.1, 0.0, -0.2], [-0.3, -0.2, 0.3], [0.2, 0.0, -0.3], [0.0, -0.1, 0.8], [-0.7, 0.5, 0.3], [0.0, -0.2, 0.1], [1.1, 0.5, 0.8], [0.2, -0.9, 0.5], [-0.1, 0.7, -0.1], [-0.2, -0.5, 0.3], [-0.2, -0.3, 0.3], [-0.1, 0.0, 0.0], [0.0, -0.4, 0.2], [0.0, 0.0, 0.0], [0.1, -0.3, -1.1], [0.1, 0.2, 0.4], [-0.1, 0.8, 0.6], [0.6, 0.3, 1.0]], "mulliken_spin": [-0.001, 0.000, 0.000, 0.000, 0.059, -0.018, 0.005, -0.009, 0.014, -0.012, 0.674, 0.009, 0.116, 0.041, 0.087, 0.005, -0.006, -0.001, 0.000, -0.001, 0.001, 0.001, -0.004, -0.001, 0.000, 0.002, 0.000, 0.000, -0.003, -0.001, -0.004, -0.001, 0.007, 0.025, 0.000, 0.000, 0.000, 0.000, 0.000, 0.000, 0.000, 0.000, 0.000, 0.000, 0.000, 0.000, 0.000, 0.000, 0.000, 0.000, 0.000, 0.000, 0.000, 0.000, 0.000, 0.000, 0.000, 0.000, 0.000, 0.000, 0.000, 0.000, 0.000, 0.000, -0.004, -0.001, 0.000, 0.001, 0.001, 0.000, 0.003, -0.004, 0.000, -0.014, 0.000, 0.001, 0.001, 0.000, 0.000, 0.000, 0.000, 0.000, 0.000, 0.000, 0.000, 0.000, 0.000, -0.001, 0.013, 0.000, 0.000, 0.000, 0.000, 0.021]}